C57H70BF5NO4PS2 | ωB97M-V with the def2-TZVPD basis set

XYZ file:
```
141
Properties=species:S:1:pos:R:3:forces:R:3:mulliken_charge:R:1
C 0.7071 5.3929 5.5200 0.05 -0.03 -0.35 -1.39
C -0.1971 4.4096 4.7601 -0.34 0.24 0.61 -0.53
C -1.1922 3.6512 5.6761 0.49 -0.15 -1.05 -0.35
C -0.7078 2.2207 6.0468 -0.49 0.57 0.67 -1.42
C -1.7312 1.1223 5.6812 0.82 0.29 0.00 -0.29
C -1.4906 0.5296 4.2657 -0.61 0.40 0.70 -0.10
C -2.7024 0.6899 3.3084 1.15 -0.84 -0.45 -1.18
C -2.2638 1.3083 1.9602 -1.37 0.04 -0.01 0.34
C -3.3789 2.1348 1.2577 0.79 -0.10 0.60 -0.75
C -2.8406 3.4018 0.5404 -1.10 0.04 0.26 -0.88
C -3.2453 3.4775 -0.9379 0.05 -0.25 0.09 -1.51
C -2.3731 2.6558 -1.9078 0.16 -0.19 0.25 0.04
C -0.8797 2.5923 -1.5409 -0.32 0.65 -0.44 0.05
C 0.0364 2.0362 -2.6569 -0.12 -0.35 0.69 -1.00
C -0.5158 0.8009 -3.4189 0.45 -0.17 -0.36 -1.59
C 0.3741 -0.4353 -3.3892 -0.58 0.87 0.11 0.09
C 1.0150 -0.8579 -4.5538 0.20 1.44 -0.70 0.42
S 0.8356 0.0663 -6.0846 -0.39 -0.26 -0.68 -0.30
C 1.7695 -1.9839 -4.4993 0.80 -1.46 -1.10 0.06
C 1.9107 -2.7176 -3.3354 0.67 -0.87 -0.97 0.65
C 1.3330 -2.3338 -2.1766 -0.51 -0.27 1.68 0.02
B 1.5912 -3.2188 -0.8737 0.20 -0.08 0.72 0.73
C 0.5040 -4.0838 -0.1254 -0.12 0.63 0.18 -1.03
O 2.8813 -3.2064 -0.3433 -0.16 -0.36 -1.03 -0.58
C 0.5604 -1.1779 -2.2307 -1.27 -0.19 0.47 -0.05
P -0.2282 -0.6818 -0.6656 1.28 0.68 0.94 0.63
S 1.1184 0.1830 0.4594 -0.13 -0.01 0.00 -0.38
C 2.7732 -3.9329 -3.6253 -1.30 0.83 0.76 -0.56
O 2.7921 -4.9629 -2.9944 0.54 0.78 -0.51 -0.56
N 3.4739 -3.5763 -4.8172 0.61 -1.38 -0.08 0.06
C 4.7022 -2.8579 -4.3970 0.91 0.26 -0.51 -0.67
C 5.5989 -3.6556 -3.4617 0.67 -0.03 -0.41 -0.05
C 7.0095 -3.0376 -3.3679 -0.68 -0.17 0.88 -0.55
O 7.6838 -3.5737 -2.2356 0.33 -0.19 -0.21 -0.53
C 2.5620 -2.7518 -5.5677 -0.46 0.93 -0.69 -0.31
O 2.4477 -2.7535 -6.7737 0.39 -0.07 1.93 -0.56
H 0.2447 6.3784 5.6216 -0.16 -0.12 0.01 0.33
H 1.6202 5.5509 4.9417 0.15 0.02 0.30 0.39
H 0.9349 5.0559 6.5329 0.23 -0.15 -0.13 0.33
H 0.3894 3.6548 4.2333 0.10 0.18 -0.12 0.33
H -0.7440 4.9967 4.0174 0.01 -0.19 -0.12 0.33
H -2.1256 3.5589 5.1133 -0.10 0.00 0.22 0.35
H -1.3926 4.2455 6.5687 -0.08 -0.04 -0.01 0.29
H 0.2691 2.0122 5.6029 -0.08 -0.03 -0.11 0.66
H -0.5351 2.2217 7.1285 -0.03 -0.21 -0.03 0.45
H -1.6316 0.3527 6.4394 -0.26 -0.14 -0.06 -0.10
H -2.7245 1.5540 5.7779 -0.08 -0.14 -0.10 0.55
H -1.2427 -0.5192 4.3969 -0.03 -0.08 -0.21 0.09
H -0.5895 0.9923 3.8554 -0.14 0.02 -0.19 0.37
H -3.0222 -0.3346 3.0914 -0.49 0.18 0.07 0.31
H -3.5384 1.2058 3.7821 0.13 0.20 -0.06 0.51
H -2.0491 0.4717 1.2922 0.68 0.15 0.04 -0.77
H -1.3885 1.9356 2.1223 0.11 -0.12 -0.18 0.51
H -4.0717 2.4255 2.0522 -0.12 0.16 -0.21 0.42
H -3.9464 1.4905 0.5798 0.04 0.10 -0.07 0.55
H -1.7749 3.5334 0.7262 0.02 -0.07 -0.21 0.49
H -3.3342 4.2428 1.0379 0.19 0.11 -0.07 0.42
H -4.2567 3.0604 -0.9942 -0.04 0.20 -0.07 0.39
H -3.3523 4.5202 -1.2458 0.37 -0.02 -0.12 0.44
H -2.7630 1.6296 -1.8951 -0.05 0.06 -0.15 0.16
H -2.4991 3.0376 -2.9245 0.00 -0.07 0.00 0.44
H -0.5586 3.6213 -1.3424 0.14 -0.09 0.06 0.60
H -0.7800 2.0674 -0.5902 0.24 -0.09 -0.08 -0.46
H 0.2599 2.8481 -3.3484 -0.21 -0.12 -0.20 0.18
H 1.0026 1.7628 -2.2219 -0.06 0.08 0.13 0.53
H -0.5837 1.0672 -4.4710 -0.34 0.03 0.15 0.64
H -1.5133 0.4921 -3.1041 0.00 0.20 0.11 0.61
H 1.8745 0.9274 -6.1624 0.07 -0.39 0.64 0.21
H -0.5161 -3.7889 -0.3729 -0.07 -0.51 -0.26 0.43
H 0.6100 -3.8703 0.9464 0.15 -0.06 -0.06 0.31
H 0.6525 -5.1616 -0.2322 -0.06 0.05 -0.19 0.38
H 3.2795 -4.0392 -0.6404 0.26 0.00 0.47 0.29
H -1.3799 0.0848 -0.9236 -0.02 -0.35 -0.24 -0.02
H -0.6799 -1.8161 0.0322 -0.37 0.01 -0.64 -0.02
H 4.4878 -1.8801 -3.9388 -0.30 -0.12 -0.01 0.34
H 5.2802 -2.6458 -5.3016 -0.17 -0.04 -0.06 0.47
H 5.7345 -4.6618 -3.8619 -0.29 -0.11 0.24 0.22
H 5.2269 -3.7070 -2.4363 -0.31 -0.07 -0.13 0.03
H 7.6054 -3.3237 -4.2313 0.04 0.31 -0.06 0.33
H 6.9377 -1.9512 -3.2379 0.09 0.03 -0.43 0.36
H 7.1412 -3.4465 -1.4523 -0.03 0.09 -0.01 0.31
F -3.5206 2.9070 7.4182 -0.12 0.01 0.11 -0.10
C -3.9389 3.6401 8.4669 -0.09 0.17 0.22 0.31
C -4.3748 2.9954 9.6072 0.00 -0.24 0.03 -0.50
C -4.8005 3.7540 10.6878 0.03 0.13 -0.09 -0.37
C -4.7940 5.1404 10.6113 -0.03 0.04 0.08 -0.52
C -4.3563 5.7703 9.4544 -0.02 -0.13 0.07 -0.48
C -3.9200 5.0175 8.3738 0.07 0.13 -0.20 -0.31
H -4.3790 1.9139 9.6436 0.02 0.01 -0.03 0.42
H -5.1381 3.2625 11.5905 -0.01 -0.02 -0.02 0.36
H -5.1304 5.7293 11.4545 0.00 0.00 -0.01 0.37
H -4.3546 6.8504 9.3924 0.02 0.00 -0.02 0.36
H -3.5674 5.4895 7.4660 -0.01 -0.04 -0.01 0.44
F -3.0447 -9.0423 1.7494 -0.02 0.00 0.03 -0.32
C -2.3188 -8.8130 0.6388 0.15 0.05 -0.24 0.34
C -1.1859 -9.5676 0.4082 0.08 -0.17 0.15 -0.41
C -0.4423 -9.3318 -0.7389 -0.10 0.12 -0.03 -0.32
C -0.8335 -8.3430 -1.6317 0.06 0.03 -0.09 -0.58
C -1.9736 -7.5913 -1.3807 0.11 -0.12 0.06 -0.30
C -2.7266 -7.8293 -0.2398 -0.19 0.15 0.03 -0.44
H -0.8938 -10.3283 1.1202 -0.04 0.01 0.01 0.41
H 0.4438 -9.9202 -0.9361 0.00 0.00 0.03 0.38
H -0.2487 -8.1586 -2.5235 -0.01 0.00 0.01 0.43
H -2.2761 -6.8179 -2.0742 -0.03 -0.01 0.01 0.40
H -3.6225 -7.2599 -0.0296 0.01 -0.02 0.03 0.41
F -0.2740 -1.3271 6.2409 0.31 -0.30 0.16 -0.29
C -0.8514 -2.4612 6.6786 -0.11 -0.25 0.09 0.42
C -0.9383 -3.5432 5.8252 0.07 0.00 -0.24 -0.53
C -1.5311 -4.7123 6.2793 -0.03 0.08 0.14 -0.46
C -2.0356 -4.7808 7.5711 -0.04 -0.08 0.02 -0.47
C -1.9430 -3.6806 8.4128 0.03 -0.06 -0.14 -0.44
C -1.3424 -2.5118 7.9678 -0.01 0.19 0.15 -0.38
H -0.5454 -3.4663 4.8196 0.03 0.03 0.02 0.57
H -1.5997 -5.5706 5.6242 0.00 0.02 -0.02 0.38
H -2.5009 -5.6928 7.9213 0.00 0.01 0.00 0.38
H -2.3394 -3.7320 9.4181 0.02 0.02 0.01 0.36
H -1.2531 -1.6459 8.6108 0.01 0.01 -0.04 0.45
F 3.5816 1.5166 -7.7941 -0.01 0.04 0.04 -0.26
C 3.8526 0.6327 -8.7845 0.09 -0.28 -0.33 0.42
C 4.6746 1.0228 -9.8224 0.11 0.28 0.02 -0.52
C 4.9548 0.1148 -10.8332 -0.10 -0.12 0.07 -0.43
C 4.4043 -1.1598 -10.7965 0.02 -0.03 -0.05 -0.48
C 3.5762 -1.5300 -9.7449 0.12 0.10 -0.12 -0.58
C 3.3000 -0.6302 -8.7265 -0.13 0.08 0.22 0.26
H 5.0872 2.0233 -9.8356 -0.01 -0.01 0.03 0.43
H 5.6031 0.4025 -11.6502 -0.01 0.03 0.01 0.36
H 4.6218 -1.8646 -11.5885 0.00 0.01 0.01 0.37
H 3.1433 -2.5210 -9.7151 0.00 0.01 0.07 0.40
H 2.6645 -0.9042 -7.8964 0.01 0.04 -0.13 0.09
F -0.8786 4.9910 -4.0043 -0.07 0.00 0.05 -0.21
C -0.0801 5.4901 -4.9694 0.19 0.12 -0.24 0.36
C -0.4734 5.3841 -6.2882 -0.22 -0.12 -0.07 -0.42
C 0.3489 5.9014 -7.2785 0.11 0.04 0.12 -0.42
C 1.5519 6.5059 -6.9392 0.04 0.03 -0.07 -0.54
C 1.9319 6.5986 -5.6073 -0.10 -0.04 -0.10 -0.44
C 1.1092 6.0920 -4.6116 0.08 0.00 0.24 -0.31
H -1.4112 4.9021 -6.5319 0.00 0.01 0.03 0.42
H 0.0506 5.8320 -8.3160 -0.02 -0.02 0.01 0.38
H 2.1931 6.9049 -7.7141 0.00 0.00 0.01 0.39
H 2.8709 7.0658 -5.3423 -0.01 0.00 0.02 0.38
H 1.3835 6.1613 -3.5670 -0.03 -0.03 0.00 0.42
```
Positions in Å, forces in eV/Å.

Properties
HOMO energy, eV: -8.6
Multiplicity: 1
Gap between HOMO and LUMO, eV: 7.8379
SMILES string: CCCCCCCCCCCCCCCc1c(S)c2c(c(B(C)O)c1[PH2]=S)C(=O)N(CCCO)C2=O.Fc1ccccc1.Fc1ccccc1.Fc1ccccc1.Fc1ccccc1.Fc1ccccc1